Record 1
Computed, not measured: one molecule with the formula C18H21N5O2S, with wB97M-V/def2-TZVPD.

XYZ file:
```
47
Properties=species:S:1:pos:R:3:nbo_charge:R:1
O 0.1604 -1.3395 -2.4363 -0.609
O 0.4098 0.8567 1.8395 -0.613
N -2.6816 4.2754 -3.1303 -0.491
S -2.2437 -2.1883 0.7806 0.247
C 0.3382 -0.4010 -1.7178 0.658
C 0.1881 -0.3435 1.7142 0.695
C -3.7489 3.4706 -3.3928 0.376
C -1.6991 3.7833 -2.4221 0.288
C -3.9894 2.2722 -2.6659 -0.298
C 0.3711 -5.2139 1.0918 -0.202
C 1.5965 -4.6089 0.9250 -0.197
C -0.7493 -4.4051 0.8629 -0.190
C 1.6349 -3.2736 0.7122 -0.224
C -2.9596 1.7457 -1.9398 -0.153
C -0.7140 -3.0462 0.6939 -0.226
C 0.4689 -2.4195 0.6556 0.205
C -1.8361 2.5052 -1.8200 -0.147
N -4.8080 4.1326 -4.0069 -0.814
N 0.6135 -1.0875 0.6339 -0.478
N -0.3930 0.6884 -2.1311 -0.618
N -0.0030 -2.0944 3.6532 -0.832
C -0.3526 4.6340 -2.3064 -0.653
C 1.3363 -0.3841 -0.5631 -0.293
C -0.6286 1.8963 -1.3326 -0.247
C -1.9969 -1.3138 2.3624 -0.550
C -0.5408 -0.9837 2.9254 -0.128
H -4.9118 1.7588 -2.9179 0.220
H 0.2523 -6.1804 1.5536 0.222
H 2.4521 -5.1570 1.2248 0.217
H -1.7018 -4.8797 1.0276 0.220
H 2.5371 -2.7873 0.7861 0.208
H -2.9665 0.7619 -1.4806 0.230
H -5.6799 4.0976 -3.4367 0.382
H -4.4584 5.0813 -4.1307 0.390
H -1.0278 0.4928 -2.8810 0.409
H -0.7190 -2.5914 4.1536 0.371
H 0.5034 -2.6885 2.9318 0.375
H 0.1626 4.6037 -1.3307 0.221
H 0.3737 4.2763 -2.9470 0.217
H -0.6279 5.7174 -2.5695 0.234
H 2.2216 -0.9031 -0.9204 0.238
H 1.6630 0.5976 -0.3610 0.243
H 0.3302 2.4014 -1.6464 0.206
H -0.6314 1.7059 -0.2495 0.228
H -2.5342 -0.3712 2.3345 0.228
H -2.5870 -1.8985 3.0954 0.211
H -0.7254 -0.1018 3.6030 0.228
```

energy relative to the best compared isomer or geometry (same formula, charge and spin) = 89.0 kcal per mole
SMILES = Cc1nc(N)ccc1CNC(=O)CN1C(=O)[C@H](N)CSc2ccccc21
frontier orbital gap = 8.81 eV
total charge = 0
LUMO = 0.578 eV
molecular weight = 371.466 g mol⁻¹
energy = -41385.811 eV
maximum force = 0.096 hartree/bohr

Record 2
Computed, not measured: one molecule with the formula C4H5NO2, with wB97M-V/def2-TZVPD.

XYZ file:
```
12
Properties=species:S:1:pos:R:3:nbo_charge:R:1
O -2.8207 -0.5559 -0.0424 -0.586
C -1.2472 -0.5135 -0.0392 0.364
N -0.3219 -0.3319 0.9364 -0.617
C 0.6566 0.7133 0.7067 -0.323
C 1.7849 0.2694 -0.2045 0.419
O 1.7915 -0.8004 -0.7629 -0.512
C -1.8811 -0.6046 -1.1321 0.056
H 0.1156 -1.2067 1.2128 0.402
H 1.0810 1.0598 1.6591 0.222
H 0.1549 1.5789 0.2577 0.239
H 2.6250 0.9850 -0.3193 0.116
H -1.9937 -0.6663 -2.2045 0.219
```

energy relative to the best compared isomer or geometry (same formula, charge and spin) = 116.5 kcal per mole
SMILES = O=CCNC1=CO1
frontier orbital gap = 8.62 eV
total charge = 0
LUMO = 0.746 eV
molecular weight = 99.089 g mol⁻¹
energy = -9809.264 eV
maximum force = 0.011 hartree/bohr

Record 3
Computed, not measured: one molecule with the formula C2H5P, with wB97M-V/def2-TZVPD.

XYZ file:
```
8
Properties=species:S:1:pos:R:3:nbo_charge:R:1
C 0.2361 -0.3067 -0.5848 -0.462
C -0.9950 -0.7939 -0.3009 -0.387
P 1.0098 1.3477 -0.1586 0.281
H 0.8447 -1.0459 -1.1386 0.208
H 2.4943 1.0429 0.3827 0.000
H -1.2801 -1.6004 -0.8413 0.192
H -1.7392 -0.2942 0.2832 0.189
H 0.2869 1.2733 1.0124 -0.022
```

energy relative to the best compared isomer or geometry (same formula, charge and spin) = 20.2 kcal per mole
SMILES = C=CP
frontier orbital gap = 10.10 eV
total charge = 0
LUMO = 1.017 eV
molecular weight = 60.036 g mol⁻¹
energy = -11441.635 eV
maximum force = 0.078 hartree/bohr